Entry 1:
Density functional theory data (ωB97M-V/def2-TZVPD) for a structure of composition C5H9NO.

Results
Energy (Ha): -325.767472
Gap between HOMO and LUMO (eV): 9.23
HOMO (eV): -8.352
Spin multiplicity: 1
Relative energy (zero: lowest compared OMol25 entry of this formula, charge and spin) (eV): 4.628

Geometry (Å):
C: -1.3071 -0.3297 1.2627
C: -0.1693 0.2012 0.4104
C: 0.1307 -1.1215 -0.8660
C: -0.2950 1.4873 -0.3547
O: 1.0329 1.2998 -0.8690
C: 1.2742 0.2187 -0.0033
N: 2.3780 -0.3382 0.2590
H: -1.7290 0.3932 1.9788
H: -2.1371 -0.5760 0.5754
H: -1.0390 -1.2251 1.8181
H: 0.2382 -2.0113 -0.2493
H: -0.8191 -0.9721 -1.3290
H: 0.8896 -1.2201 -1.6700
H: -0.3253 2.4155 0.2400
H: -1.0842 1.5234 -1.1120
H: 3.0963 0.3512 0.0746

Entry 2:
Density functional theory data (ωB97M-V/def2-TZVPD) for a structure of composition C30H32N4O6ReSi.

Results
Net charge: +2
Energy (Ha): -2200.047677
Gap between HOMO and LUMO (spin up / spin down) (eV): 6.03 / 6.24
HOMO (spin up / spin down) (eV): -13.694 / -13.748
Spin multiplicity: 2
Relative energy (zero: lowest compared OMol25 entry of this formula, charge and spin) (eV): 2.214

Geometry (Å):
Re: 0.1176 0.6519 0.4733
O: 1.7255 0.3529 1.8995
C: 2.9464 0.2824 1.6888
C: 3.5826 0.1925 0.4138
C: 4.9861 0.2204 0.3476
C: 5.6278 0.1809 -0.8665
C: 4.9081 0.1197 -2.0663
C: 3.5401 0.0690 -2.0344
C: 2.8233 0.1005 -0.8084
O: 1.5314 0.0519 -0.8585
N: 7.0888 0.2360 -0.9035
O: 7.6468 0.2529 0.1648
O: 7.6013 0.2644 -1.9920
H: 3.6190 0.2888 2.5560
H: 5.5849 0.2990 1.2442
H: 5.4573 0.1264 -2.9972
H: 2.9654 0.0232 -2.9467
C: -0.7450 2.5223 4.3204
C: -1.2734 1.6573 3.2221
O: -0.8671 1.7856 2.0510
N: -2.2111 0.7664 3.5381
C: -2.7270 -0.1843 2.5677
C: -1.8038 -1.3814 2.5119
C: -2.1271 -2.5370 3.2153
C: -1.2357 -3.5972 3.2347
C: -0.0535 -3.4710 2.5246
C: 0.1906 -2.2937 1.8345
N: -0.6523 -1.2649 1.8431
H: -0.4672 3.4985 3.9320
H: 0.1614 2.0632 4.7178
H: -1.4543 2.6405 5.1349
H: -2.5141 0.6660 4.4956
H: -2.7696 0.3044 1.5870
H: -3.7350 -0.4806 2.8638
H: -3.0695 -2.6025 3.7398
H: -1.4588 -4.4876 3.8035
H: 0.6755 -4.2609 2.5134
H: 1.0962 -2.1884 1.2522
C: 0.6343 3.7812 0.3125
Si: -0.7266 3.3809 -0.9682
C: -2.4416 4.0334 -0.4430
C: -0.0039 3.8719 -2.6612
N: -0.9466 1.5260 -0.9062
C: -1.6518 0.9444 -1.9033
C: -2.3651 1.6632 -2.8907
C: -3.0698 1.0325 -3.8849
C: -3.1123 -0.3585 -3.9462
C: -2.4512 -1.1114 -2.9929
C: -1.7360 -0.4837 -1.9808
O: -1.1352 -1.1618 -0.9738
C: -0.9842 -2.5500 -1.0491
C: 0.0606 -3.0991 -1.7817
C: 0.2377 -4.4719 -1.7809
C: -0.6002 -5.2838 -1.0310
C: -1.6372 -4.7248 -0.2987
C: -1.8459 -3.3565 -0.3171
H: 0.9894 4.7950 0.1611
H: 1.5058 3.1339 0.2186
H: 0.2699 3.7204 1.3321
H: -2.3606 5.0482 -0.0692
H: -2.8683 3.4233 0.3498
H: -3.1622 4.0531 -1.2549
H: 0.1678 4.9436 -2.6687
H: -0.6345 3.6466 -3.5118
H: 0.9547 3.3913 -2.8408
H: -2.3733 2.7361 -2.8530
H: -3.5974 1.6219 -4.6192
H: -3.6760 -0.8486 -4.7233
H: -2.5020 -2.1895 -3.0185
H: 0.7223 -2.4493 -2.3347
H: 1.0321 -4.9074 -2.3665
H: -0.4458 -6.3518 -1.0242
H: -2.2914 -5.3566 0.2807
H: -2.6668 -2.9075 0.2222

Entry 3:
Density functional theory data (ωB97M-V/def2-TZVPD) for the molecule C4H8N2O2.

Results
Energy (Ha): -417.105312
Gap between HOMO and LUMO (eV): 9.77
HOMO (eV): -9.226
Spin multiplicity: 1
Relative energy (zero: lowest compared OMol25 entry of this formula, charge and spin) (eV): 4.099

Geometry (Å):
C: 2.3492 -1.0836 -0.3797
C: 1.1598 -0.7558 0.5322
C: 0.4116 0.4382 -0.0157
O: 0.8481 1.4303 -0.4446
N: -1.2080 0.3101 0.1392
C: -1.9675 1.5061 -0.2307
N: -1.7538 -0.8336 0.4485
O: -2.9585 -0.9016 0.5452
H: 2.8602 -0.1273 -0.6376
H: 1.9400 -1.5561 -1.2253
H: 2.9530 -1.8504 0.2222
H: 0.5330 -1.5390 0.5398
H: 1.4339 -0.5977 1.6052
H: -2.8386 1.7644 0.4539
H: -1.2351 2.3324 -0.3679
H: -2.5273 1.4636 -1.1847

Entry 4:
Density functional theory data (ωB97M-V/def2-TZVPD) for a structure of composition C4H5GaLiO5.

Results
Net charge: +4
Energy (Ha): -2462.025838
Gap between HOMO and LUMO (spin up / spin down) (eV): 10.19 / 7.90
HOMO (spin up / spin down) (eV): -27.352 / -27.530
Spin multiplicity: 2
Relative energy (zero: lowest compared OMol25 entry of this formula, charge and spin) (eV): 0.000

Geometry (Å):
O: -3.0479 1.3810 -0.7370
C: -2.1298 1.8313 -0.0405
O: -2.0807 2.8115 0.6684
O: -0.9650 0.9742 -0.0805
C: 0.7541 -0.2754 0.9373
C: -0.3743 0.6404 1.0038
Li: -3.2775 4.2282 0.9431
H: 1.1095 -0.5206 1.9448
H: 0.3401 -1.2153 0.5290
H: 1.4874 0.4244 0.4303
H: -0.8993 0.8337 1.9448
Ga: -3.4579 0.1200 -1.7401
O: 2.1073 -1.7744 -0.8229
C: 2.9269 -2.6320 -0.9656
O: 3.4563 -3.0361 -2.0746
H: 4.0508 -3.7909 -1.9406

Entry 5:
Density functional theory data (ωB97M-V/def2-TZVPD) for the molecule C3H3NO2S2.

Results
Energy (Ha): -1117.641169
Gap between HOMO and LUMO (eV): 8.74
HOMO (eV): -9.364
Spin multiplicity: 1
Relative energy (zero: lowest compared OMol25 entry of this formula, charge and spin) (eV): 2.311

Geometry (Å):
O: -1.3194 -1.6714 1.2569
C: -1.5626 -0.6924 0.7113
N: -0.6879 -0.0851 -0.2530
C: -0.6920 1.3016 -0.5889
O: -1.5524 1.9977 -0.1185
S: 0.6602 -1.2254 -0.9309
C: 2.0452 -0.5318 -0.1164
S: 2.4443 0.6709 0.7888
H: -2.6505 -0.1016 0.7302
H: 0.4413 1.6701 -1.0770
H: 2.8740 -1.3327 -0.4025

Entry 6:
Density functional theory data (ωB97M-V/def2-TZVPD) for a cluster of 2 separate species, C6H13ClIOS in total.

Results
Net charge: +1
Energy (Ha): -1467.337701
Gap between HOMO and LUMO (eV): 5.34
HOMO (eV): -11.985
Spin multiplicity: 1

Geometry (Å):
C: -1.7694 1.1611 2.3293
C: -2.6113 0.4754 3.2025
S: -4.3521 1.0376 3.3111
Cl: -4.3398 3.1230 3.1820
I: -5.5680 0.3719 1.3079
H: -0.9499 0.6823 1.7251
H: -1.8977 2.2749 2.2174
H: -2.3141 -0.3689 3.8732
C: 3.2071 -1.4767 -1.0641
C: 1.9036 -1.2319 -0.3250
O: 1.4585 0.1166 -0.3945
C: 1.1685 0.6177 -1.6918
C: 0.0476 -0.1299 -2.3931
H: 3.9689 -0.7602 -0.7508
H: 3.5705 -2.4874 -0.8701
H: 3.0811 -1.3700 -2.1437
H: 2.0556 -1.4479 0.7351
H: 1.1188 -1.9117 -0.6731
H: 2.0743 0.6349 -2.3052
H: 0.8657 1.6584 -1.5560
H: 0.3416 -1.1520 -2.6405
H: -0.2229 0.3731 -3.3232
H: -0.8365 -0.1903 -1.7525

Entry 7:
Density functional theory data (ωB97M-V/def2-TZVPD) for the molecule C4H6N2O.

Results
Energy (Ha): -340.643167
Gap between HOMO and LUMO (eV): 10.51
HOMO (eV): -9.715
Spin multiplicity: 1
Relative energy (zero: lowest compared OMol25 entry of this formula, charge and spin) (eV): 4.129

Geometry (Å):
H: -1.7490 -1.6898 1.4122
N: -1.1429 -1.1161 1.9927
C: -0.0319 -0.9197 1.4224
C: 0.3433 -1.0434 -0.0163
C: 0.3893 0.2467 -0.3488
C: 0.4203 0.9339 -1.6659
N: 0.2355 1.0626 0.8640
O: 0.7096 0.1526 1.8898
H: 0.3527 -1.9209 -0.6472
H: -0.3962 1.6629 -1.7190
H: 1.3576 1.4802 -1.8125
H: 0.2942 0.2109 -2.4759
H: -0.7824 0.9401 1.1045

Entry 8:
Density functional theory data (ωB97M-V/def2-TZVPD) for a cluster of 2 separate species, H2N2O3 in total.

Results
Net charge: -2
Energy (Ha): -336.194174
Gap between HOMO and LUMO (eV): 5.20
HOMO (eV): 2.497
Spin multiplicity: 1
Relative energy (zero: lowest compared OMol25 entry of this formula, charge and spin) (eV): 0.241

Geometry (Å):
N: -0.6038 -0.4550 -2.4127
N: 0.1041 0.5642 1.6387
O: 0.1959 -0.1141 -3.3975
O: -0.3963 0.0565 2.8289
O: -0.2161 -0.2512 -1.2392
H: -0.2244 -0.1461 0.9127
H: 1.1406 0.3456 1.6691